10
Properties=species:S:1:pos:R:3:lowdin_charge:R:1 method="wB97M-V/def2-TZVPD" multiplicity=1 charge=0 de_lowest_kcal_mol=24.3 orbital_gap_ev=9.69 e_homo_ev=-9.36 smiles="Cl[C@H]1CN=PN1"
Cl 1.44 -1.51 -0.52 0.54
C 0.36 -0.26 0.24 -0.70
C -0.30 0.60 -0.82 -0.38
N -1.50 -0.09 -1.10 -0.38
P -2.08 -1.15 -0.20 0.83
N -0.74 -1.16 0.89 -0.31
H 0.95 0.10 1.13 0.10
H -0.48 1.71 -0.38 0.16
H 0.47 0.60 -1.65 0.10
H -0.46 -1.79 1.61 0.04